Record 1
The following is a DFT calculation (the ωB97M-V functional and the def2-TZVPD basis) of a molecular structure, C53H52BaFN9OPS2 at a distorted geometry.

Kohn-Sham gap (spin up / spin down)	5.249 / 5.250	eV
net charge	-1
LUMO (spin up / spin down)	2.21 / 2.21	eV
maximum force	2.8	eV/Å

Element x y z (Å)
Ba: -1.19359 0.41144 -0.88476
N: 1.19669 -3.39390 1.64543
C: 1.18648 -2.13007 1.13143
S: -0.43691 -1.09509 2.41326
N: 1.41385 -1.82083 -0.07704
N: 1.06234 -0.86004 -0.83848
C: 1.98229 -0.59979 -1.90894
C: 3.03269 -1.58967 -2.25704
C: 3.05413 -2.16857 -3.52937
C: 3.99191 -3.13349 -3.88161
C: 4.93156 -3.55923 -2.95155
C: 4.92409 -3.00483 -1.67671
C: 3.98806 -2.03258 -1.33937
C: 1.82014 0.57926 -2.64295
C: 2.73571 0.94617 -3.71285
C: 2.60768 2.14146 -4.34169
C: 1.58132 3.05273 -3.98905
C: 0.72580 2.64539 -2.99671
N: 0.82625 1.49167 -2.30860
H: 1.11148 -3.43038 2.64758
H: 0.64872 -4.10389 1.17576
H: 2.30321 -1.85690 -4.24766
H: 3.97259 -3.56174 -4.87664
H: 5.65640 -4.32085 -3.21197
H: 5.64975 -3.32527 -0.93858
H: 4.00017 -1.60329 -0.34460
H: 3.53284 0.27240 -3.98784
H: 3.31455 2.39853 -5.12479
H: 1.45394 4.00892 -4.47571
H: -0.09689 3.29593 -2.69859
C: 4.27099 4.02500 -1.52721
C: 2.89901 4.45325 -1.17084
N: 2.31234 5.56728 -1.50825
N: 1.07908 5.45479 -0.91555
C: 0.87669 4.31603 -0.24325
S: -0.49741 3.78763 0.62139
N: 2.06301 3.68699 -0.40518
N: 2.46768 2.45615 0.16758
H: 4.69514 4.75736 -2.21100
H: 4.24907 3.05189 -2.01961
H: 4.89129 3.94427 -0.63336
H: 0.38211 6.16919 -1.04065
H: 2.54886 1.80838 -0.61862
H: 1.67418 2.12656 0.72190
C: -6.91623 0.05004 -1.79315
C: -5.57302 -0.03652 -1.06977
C: -5.60355 0.78192 0.22450
C: -5.15574 -1.47065 -0.80621
C: -5.98520 -2.28916 -0.04234
C: -5.64971 -3.60661 0.23210
C: -4.45998 -4.11319 -0.27057
C: -3.60507 -3.32580 -1.03723
C: -2.30106 -3.91361 -1.54554
C: -2.51545 -5.13706 -2.43337
C: -1.37278 -4.25384 -0.38049
C: -3.94251 -1.98384 -1.30358
N: -3.04641 -1.13399 -1.98499
C: -3.03154 -1.18756 -3.34589
C: -3.72932 -2.07746 -4.18765
C: -3.54530 -2.08175 -5.57399
C: -2.68443 -1.19712 -6.20204
C: -2.01730 -0.24835 -5.41172
C: -2.22974 -0.26317 -4.06823
F: -1.63970 0.72461 -3.30263
H: -7.16646 1.08995 -2.02185
H: -7.72728 -0.35694 -1.18108
H: -6.89398 -0.50799 -2.73173
H: -4.81123 0.38938 -1.72460
H: -6.34559 0.37910 0.92196
H: -5.86599 1.82506 0.02261
H: -4.63638 0.77193 0.73490
H: -6.91401 -1.88447 0.34747
H: -6.30456 -4.22754 0.83168
H: -4.18571 -5.14192 -0.05624
H: -1.81342 -3.14275 -2.14188
H: -2.95976 -5.96387 -1.86939
H: -1.56078 -5.48443 -2.83742
H: -3.17408 -4.91054 -3.27385
H: -1.78379 -5.07288 0.22145
H: -1.23765 -3.39613 0.28325
H: -0.38892 -4.56043 -0.75344
H: -4.41477 -2.78065 -3.72804
H: -4.09392 -2.80507 -6.16652
H: -2.53209 -1.22365 -7.27241
H: -1.35680 0.49965 -5.83344
O: -1.89512 0.78371 1.26950
C: -1.23125 0.39787 2.27121
C: -1.13809 1.29576 3.47579
C: -2.34972 1.70539 4.02181
C: -2.37513 2.40882 5.22139
C: -1.17543 2.70836 5.85909
C: 0.02555 2.32818 5.26605
C: 0.05143 1.62495 4.06346
P: 1.59820 1.34302 3.11714
C: 2.62979 2.74808 3.71999
C: 2.33128 4.01109 3.19894
C: 3.03791 5.13554 3.59958
C: 4.07216 5.01944 4.52438
C: 4.38168 3.77164 5.04660
C: 3.66047 2.64673 4.65011
C: 2.33585 -0.09027 3.97962
C: 1.76553 -0.71273 5.08716
C: 2.36774 -1.82516 5.67002
C: 3.55145 -2.33061 5.15080
C: 4.12809 -1.72160 4.03980
C: 3.51945 -0.61678 3.45857
H: -3.26940 1.44682 3.51008
H: -3.32053 2.71685 5.65056
H: -1.16910 3.25638 6.79308
H: 0.96096 2.60855 5.73692
H: 1.51655 4.12087 2.48983
H: 2.78095 6.10264 3.18395
H: 4.62746 5.89581 4.83595
H: 5.18144 3.66833 5.76980
H: 3.91672 1.68105 5.07127
H: 0.83175 -0.33917 5.48955
H: 1.90697 -2.29869 6.52828
H: 4.01825 -3.19904 5.59949
H: 5.04150 -2.11766 3.61409
H: 3.96658 -0.16504 2.57970

Cartesian forces (eV/Å) of the 3 atoms listed first:
0.1901 0.0016 -0.5124
-0.4002 0.3719 -0.3542
1.2118 -0.5629 -0.3012

=====

Record 2
The following is a DFT calculation (the ωB97M-V functional and the def2-TZVPD basis) of a molecular structure, C53H52BeN3P3STe at a distorted geometry.

Kohn-Sham gap	7.153	eV
net charge	+2
LUMO	-4.99	eV
maximum force	2.9	eV/Å

Element x y z (Å)
Be: -0.73018 0.49791 0.20959
N: -3.13209 0.09442 -1.42916
P: -2.05893 -1.03643 -0.84425
C: -2.83667 -2.10640 0.33922
C: -2.04952 -2.89326 1.14277
C: -2.55671 -3.77928 2.05489
C: -3.92413 -3.86084 2.15340
C: -4.81757 -3.19784 1.31780
C: -4.19708 -2.25360 0.44212
C: -1.51523 -2.10687 -2.18710
C: -1.72012 -1.78517 -3.51589
C: -1.28695 -2.63155 -4.50455
C: -0.66784 -3.84310 -4.15108
C: -0.48540 -4.20699 -2.83208
C: -0.93265 -3.33621 -1.84622
C: -2.85248 1.41460 -1.17202
C: -3.56157 2.45000 -1.85607
C: -3.22673 3.74049 -1.59062
C: -2.20758 4.03475 -0.65008
C: -1.55605 3.00456 -0.04237
N: -1.87343 1.69501 -0.27565
H: -3.79451 -0.09692 -2.12562
H: -0.93319 -2.76786 1.15775
H: -1.90189 -4.33413 2.74662
H: -4.34701 -4.53599 2.89277
H: -5.89381 -3.30101 1.28416
H: -4.84589 -1.74555 -0.25783
H: -2.16082 -0.83726 -3.81851
H: -1.48946 -2.44339 -5.55937
H: -0.25102 -4.46348 -4.91193
H: 0.04441 -5.12642 -2.55005
H: -0.81841 -3.58908 -0.81685
H: -4.30353 2.14840 -2.57937
H: -3.69367 4.55788 -2.16173
H: -2.02173 5.05311 -0.38814
H: -0.84503 3.13462 0.72929
C: 5.64613 -0.90814 6.16300
S: 5.52088 -1.55460 4.50094
C: 3.73678 -1.16632 4.05576
C: 3.53517 -1.47843 2.62761
C: 2.08743 -1.56036 2.14108
N: 1.39577 -0.29271 1.78093
P: -0.22953 0.04552 2.29196
C: -0.07523 1.57055 3.19645
C: 1.04359 1.96840 3.88347
C: 1.01971 3.07239 4.69382
C: -0.13253 3.80177 4.85461
C: -1.29645 3.40605 4.23583
C: -1.26050 2.30205 3.37724
C: -0.96214 -0.99437 3.56601
C: -0.29126 -1.47636 4.68901
C: -0.93313 -2.05716 5.76035
C: -2.30365 -2.18508 5.73754
C: -2.96867 -1.74189 4.61671
C: -2.35400 -1.15293 3.50195
P: 1.49873 0.48148 0.28260
C: 2.56858 -0.44509 -0.85736
C: 3.98293 -0.45421 -0.70051
C: 4.75609 -1.15279 -1.59131
C: 4.19191 -1.74942 -2.73838
C: 2.80048 -1.76843 -2.91013
C: 2.02664 -1.07877 -1.96513
C: 2.44315 2.01292 0.62826
C: 2.17600 3.22354 0.00573
C: 2.86432 4.35753 0.36043
C: 3.80826 4.27552 1.39728
C: 4.05882 3.09314 2.07617
C: 3.38250 1.95119 1.62027
H: 6.65263 -1.19414 6.47502
H: 4.89873 -1.45779 6.73044
H: 5.54439 0.15979 6.18156
H: 3.62810 -0.12102 4.29877
H: 3.04560 -1.65867 4.76247
H: 3.99598 -2.46055 2.49205
H: 4.12849 -0.83289 1.97544
H: 1.53314 -2.06710 2.93922
H: 2.09623 -2.21119 1.27344
H: 1.92447 1.36177 3.91593
H: 1.94309 3.41873 5.26150
H: -0.20120 4.65531 5.55376
H: -2.23684 3.90943 4.44370
H: -2.14708 1.93872 2.94214
H: 0.75269 -1.20951 4.82630
H: -0.31136 -2.25043 6.65304
H: -2.82715 -2.60499 6.57603
H: -4.00790 -1.96393 4.52981
H: -3.05454 -0.79660 2.79860
H: 4.51998 0.15307 0.03903
H: 5.84941 -1.21961 -1.55090
H: 4.83154 -2.27387 -3.40401
H: 2.32166 -2.27623 -3.72029
H: 0.94918 -1.09595 -2.19251
H: 1.44764 3.24496 -0.79344
H: 2.61314 5.28236 -0.13383
H: 4.37784 5.17902 1.69968
H: 4.79202 3.07242 2.86347
H: 3.43682 0.99152 2.19600
C: -1.63684 2.48736 -5.10418
Te: -0.08269 1.57898 -4.02867
C: 0.11693 0.28874 -5.74679
C: -1.08618 0.63596 -6.58040
C: -1.34224 -0.09911 -7.76095
C: -2.26058 0.31628 -8.71633
C: -2.98838 1.50307 -8.43290
C: -2.78445 2.21415 -7.31266
C: -1.86870 1.74214 -6.36419
H: -1.43371 3.53368 -5.33132
H: -2.47963 2.52715 -4.47224
H: 0.09913 -0.79602 -5.49033
H: 1.04449 0.61990 -6.18315
H: -0.72630 -0.99179 -7.96309
H: -2.38602 -0.22787 -9.62680
H: -3.68015 1.91607 -9.09557
H: -3.29373 3.18661 -7.10886

Cartesian forces (eV/Å) of the 3 atoms listed first:
-0.9919 -0.4343 -0.4415
0.7795 0.3826 0.8831
2.0802 -0.1265 0.5915

=====

Q: net charge of number 1 (C53H52BaFN9OPS2)?
A: -1

=====

Q: What is the net charge in the first record?
A: -1

=====

Q: The highest net charge belongs to which entry?
A: C53H52BeN3P3STe

=====

Q: The highest maximum force belongs to which entry?
A: C53H52BeN3P3STe